Entry from the Open Molecules 2025 dataset: a molecular structure, C14H16N2O3PdS2 at a distorted geometry (ωB97M-V with the def2-TZVPD basis set).

Summary:
HOMO energy (spin up / spin down) = -6.427 / -6.619 eV
⟨S²⟩ = 2.01
Gap between HOMO and LUMO (spin up / spin down) = 0.191 / 0.196 Ha
Calculated total energy = -1802.4196 Eh
Spin multiplicity = 3

CARTESIAN COORDINATES (ANGSTROEM)
Pd  1.880  -0.012  -0.819
O  -2.383  4.389  2.330
C  -1.153  4.834  1.773
C  -0.389  3.709  1.127
C  0.814  3.984  0.478
C  1.503  2.938  -0.102
N  1.080  1.658  -0.079
C  -0.093  1.358  0.549
C  -0.835  2.378  1.158
C  -0.522  -0.081  0.545
C  -1.711  -0.530  1.131
C  -2.056  -1.891  1.096
C  -3.324  -2.367  1.747
O  -3.211  -2.295  3.162
C  -1.189  -2.784  0.474
C  -0.033  -2.282  -0.089
N  0.307  -0.977  -0.064
H  -2.807  5.170  2.725
H  -0.552  5.270  2.579
H  -1.377  5.603  1.027
H  1.212  4.992  0.423
H  2.444  3.101  -0.619
H  -1.768  2.162  1.666
H  -2.390  0.155  1.627
H  -3.544  -3.404  1.474
H  -4.173  -1.754  1.428
H  -2.265  -2.313  3.387
H  -1.401  -3.847  0.423
H  0.679  -2.932  -0.590
C  3.187  -2.783  -4.520
O  3.569  -3.748  -3.556
C  3.426  -3.482  -2.236
S  3.963  -4.774  -1.295
S  2.783  -2.025  -1.675
H  3.394  -3.205  -5.509
H  3.780  -1.867  -4.431
H  2.113  -2.575  -4.478
H  1.039  0.227  -2.267

These are the Löwdin partial charges, in e, on atoms 1 to 5: number 1, Pd, carries 0.519; number 2, O, carries -0.063; number 3, C, carries -0.205; number 4, C, carries -0.161; number 5, C, carries -0.005